# 1
C42H47FKN4O5P2SSi | ωB97M-V/def2-TZVPD

```
104
Properties=species:S:1:pos:R:3
K -0.115 0.988 0.371
C -5.873 2.582 4.733
Si -5.444 0.780 4.451
C -5.779 -0.165 6.044
C -6.562 0.021 3.153
C -3.611 0.603 4.060
C -2.783 -0.118 4.920
C -1.417 -0.171 4.709
C -0.882 0.500 3.622
N -1.652 1.165 2.753
C -2.958 1.215 2.982
S -3.914 2.148 1.802
H -6.858 2.681 5.195
H -5.873 3.135 3.796
H -5.140 3.044 5.397
H -6.835 -0.067 6.303
H -5.199 0.208 6.888
H -5.565 -1.228 5.928
H -7.602 0.122 3.473
H -6.348 -1.043 3.041
H -6.460 0.492 2.177
H -3.211 -0.635 5.771
H -0.764 -0.714 5.381
H 0.190 0.550 3.391
C 7.702 -0.011 0.521
C 6.952 -0.142 1.685
C 5.572 -0.090 1.630
C 4.903 0.105 0.419
C 5.665 0.241 -0.736
C 7.051 0.181 -0.686
P 3.064 0.153 0.513
C 2.663 0.445 -1.266
C 2.253 1.661 -1.810
C 1.933 1.758 -3.158
C 2.016 0.649 -3.984
C 2.410 -0.573 -3.449
C 2.714 -0.674 -2.103
C 2.816 1.747 1.365
C 3.546 2.881 0.976
C 3.344 4.077 1.628
C 2.424 4.121 2.675
C 1.736 2.978 3.046
C 1.888 1.725 2.416
H 8.783 -0.054 0.560
H 7.447 -0.284 2.639
H 4.991 -0.186 2.541
H 5.175 0.408 -1.688
H 7.623 0.295 -1.600
H 2.122 2.529 -1.176
H 1.610 2.716 -3.549
H 1.752 0.725 -5.031
H 2.460 -1.452 -4.082
H 2.995 -1.635 -1.682
H 4.263 2.823 0.161
H 3.883 4.969 1.328
H 2.248 5.058 3.197
H 1.030 3.071 3.874
C 0.373 -4.076 -5.777
C -0.139 -4.850 -4.568
C 0.779 -6.029 -4.283
C 0.310 -6.799 -3.064
C 0.239 -5.876 -1.884
C 0.460 -6.334 -0.601
C 0.391 -5.456 0.471
F 0.619 -5.947 1.702
C 0.105 -4.131 0.304
C -0.128 -3.649 -0.988
C -0.442 -2.201 -1.125
O -0.409 -1.498 -0.122
C -0.753 -1.795 -2.484
C -0.616 -2.708 -3.488
N -0.247 -3.997 -3.364
C -0.045 -4.513 -2.082
C -1.152 -0.434 -2.978
O -1.325 -0.227 -4.166
O -1.306 0.473 -2.049
H 0.565 -4.784 -6.583
H 1.307 -3.566 -5.536
H -0.334 -3.342 -6.153
H -1.141 -5.242 -4.790
H 1.797 -5.660 -4.128
H 0.792 -6.669 -5.166
H 0.978 -7.633 -2.844
H -0.678 -7.226 -3.264
H 0.693 -7.375 -0.419
H 0.063 -3.438 1.134
H -0.813 -2.350 -4.485
N -1.591 4.675 1.535
C -1.293 5.548 0.392
P -0.682 4.556 -1.024
O -0.006 5.431 -2.027
O -0.018 3.356 -0.417
C -2.210 3.900 -1.838
N -1.799 2.969 -2.910
H -3.000 3.164 1.616
H -1.652 5.213 2.391
H -0.806 4.032 1.642
H -0.496 6.274 0.596
H -2.181 6.112 0.092
H -2.786 4.740 -2.241
H -2.828 3.361 -1.112
H -2.524 2.893 -3.615
H -1.465 1.441 -2.433
H -0.981 3.359 -3.378
```

For the orbital gap, the calculation gives 5.41 eV. The calculation puts the LUMO energy at 1.84 eV. The net charge is -1.



# 2
C3H12N2S | ωB97M-V/def2-TZVPD

```
18
Properties=species:S:1:pos:R:3
C 1.328 -1.009 2.154
C 2.078 0.359 1.773
S 1.053 1.386 0.852
H 0.618 -0.785 2.887
H 0.942 -1.451 1.201
H 2.075 -1.674 2.642
H 3.012 0.112 1.197
H 2.276 1.037 2.617
H -0.147 0.574 0.945
N -0.347 0.159 -1.594
C -1.640 -0.335 -1.837
N -2.748 0.705 -2.132
H 0.236 -0.492 -1.136
H 0.163 0.651 -2.361
H -1.916 -0.764 -0.859
H -1.607 -1.139 -2.658
H -2.212 1.554 -2.472
H -3.166 1.114 -1.219
```

For the orbital gap, the calculation gives 9.20 eV. The calculation puts the LUMO energy at 0.88 eV. The net charge is 0. The SMILES is CCS.NCN.



# 3
C3H4N2O | ωB97M-V/def2-TZVPD

```
10
Properties=species:S:1:pos:R:3
O 2.063 -0.120 -0.240
C 0.711 0.031 -0.124
C -0.044 1.150 -0.555
N -1.293 1.095 -0.092
N -1.408 -0.141 0.415
C -0.236 -0.851 0.332
H 2.410 -0.557 0.554
H 0.168 1.667 -1.480
H -2.158 -0.363 1.057
H -0.212 -1.911 0.132
```

For the orbital gap, the calculation gives 9.74 eV. The calculation puts the LUMO energy at 0.80 eV. The net charge is 0. The SMILES is Oc1cn[nH]c1.



# 4
C51H38CaN7SSe | ωB97M-V/def2-TZVPD

```
99
Properties=species:S:1:pos:R:3
Ca -0.151 -0.467 -0.314
C -3.820 5.615 -5.253
C -3.923 4.431 -5.974
C -3.345 3.259 -5.508
C -2.636 3.226 -4.299
C -2.553 4.428 -3.579
C -3.128 5.598 -4.048
C -2.027 2.018 -3.770
C -1.791 0.811 -4.405
C -1.937 0.142 -5.673
C -1.144 -0.971 -5.636
C -0.538 -1.146 -4.346
N -1.015 -0.028 -3.622
C 0.281 -2.202 -3.965
C 0.556 -2.723 -2.670
C 1.157 -3.979 -2.378
C 0.720 -4.354 -1.124
C -0.165 -3.325 -0.664
C -1.270 -3.507 0.304
C -1.476 -4.880 0.849
C -2.306 -5.800 0.206
C -2.480 -7.082 0.714
C -1.809 -7.473 1.868
C -0.970 -6.572 2.510
C -0.809 -5.287 2.004
C -2.292 -2.581 0.322
N -2.049 -1.307 -0.039
C -3.188 -0.749 -0.573
C -3.112 0.390 -1.303
C -4.277 1.080 -1.904
C -5.200 0.386 -2.686
C -6.288 1.041 -3.251
C -6.462 2.406 -3.058
C -5.543 3.108 -2.288
C -4.468 2.447 -1.714
C -0.702 0.599 -2.416
C 0.586 1.356 -2.083
C -0.030 2.538 -2.039
C -1.378 1.937 -2.442
N -1.796 1.007 -1.362
C -4.303 -1.682 -0.266
C -3.769 -2.770 0.316
N -0.140 -2.298 -1.558
C 0.795 -3.006 -5.121
C 1.687 -2.433 -6.023
C 2.159 -3.154 -7.114
C 1.729 -4.458 -7.320
C 0.831 -5.036 -6.428
C 0.372 -4.315 -5.334
H -4.274 6.528 -5.618
H -4.471 4.415 -6.909
H -3.475 2.348 -6.078
H -2.039 4.441 -2.624
H -3.040 6.504 -3.458
H -2.521 0.475 -6.513
H -1.019 -1.676 -6.444
H 1.784 -4.554 -3.043
H 0.925 -5.283 -0.611
H -2.813 -5.497 -0.704
H -3.132 -7.780 0.202
H -1.938 -8.474 2.262
H -0.443 -6.866 3.409
H -0.161 -4.577 2.507
H -5.036 -0.666 -2.887
H -6.986 0.484 -3.865
H -7.296 2.921 -3.518
H -5.650 4.177 -2.146
H -3.759 3.000 -1.107
H 1.602 1.015 -1.920
H 0.283 3.533 -1.755
H -5.346 -1.516 -0.489
H -4.296 -3.655 0.640
H 2.011 -1.412 -5.859
H 2.858 -2.695 -7.801
H 2.090 -5.023 -8.171
H 0.485 -6.049 -6.586
H -0.329 -4.759 -4.637
N 1.953 -1.357 0.719
N 2.602 -0.514 1.665
C 2.499 -0.821 2.985
N 2.693 0.254 3.778
S 2.180 -2.370 3.560
H 1.623 -2.153 1.282
H 2.656 -1.755 0.101
H 2.440 0.471 1.460
H 2.455 1.170 3.389
H 2.498 0.097 4.753
Se 1.258 2.454 1.258
C -0.232 3.277 2.130
C -0.986 2.617 3.110
C -2.077 3.225 3.718
C -2.453 4.516 3.367
C -1.720 5.186 2.396
C -0.627 4.577 1.788
H -0.712 1.605 3.383
H -2.641 2.682 4.468
H -3.308 4.987 3.836
H -2.000 6.193 2.106
H -0.060 5.110 1.034
```

For the orbital gap, the calculation gives 5.01 eV. The calculation puts the LUMO energy at 1.73 eV. The net charge is -1.



# 5
C23H35AuBrN4Si2 | ωB97M-V/def2-TZVPD

```
66
Properties=species:S:1:pos:R:3
Au -0.026 -0.049 0.192
C 1.634 -0.376 3.450
Si -0.064 -0.147 2.661
C -0.799 1.462 3.305
C -1.172 -1.636 2.995
C -1.427 -1.967 4.329
C -2.210 -3.061 4.664
C -2.757 -3.843 3.658
C -2.515 -3.515 2.332
C -1.720 -2.419 1.986
Si -1.442 -2.099 0.142
C -0.416 -3.451 -0.680
C -3.091 -2.012 -0.775
H 1.502 -0.496 4.528
H 2.279 0.492 3.293
H 2.140 -1.265 3.073
H -0.768 1.475 4.397
H -1.836 1.576 2.990
H -0.235 2.326 2.944
H -1.005 -1.358 5.124
H -2.392 -3.302 5.704
H -3.366 -4.704 3.902
H -2.949 -4.130 1.549
H -0.966 -4.395 -0.661
H 0.536 -3.597 -0.170
H -0.217 -3.202 -1.725
H -3.422 -3.030 -0.992
H -3.001 -1.486 -1.728
H -3.859 -1.525 -0.175
C 5.824 -0.030 0.209
C 4.575 -0.054 -0.624
C 4.614 0.002 -2.017
C 3.431 -0.008 -2.740
C 2.247 -0.069 -2.036
Br 0.577 -0.043 -2.931
N 2.175 -0.132 -0.716
C 3.325 -0.124 -0.032
H 6.710 -0.043 -0.421
H 5.863 -0.889 0.879
H 5.861 0.866 0.830
H 5.561 0.053 -2.537
H 3.430 0.029 -3.819
H 3.218 -0.178 1.047
C 0.536 5.446 -0.964
C 1.334 4.385 -0.232
N 0.592 3.138 -0.293
C -0.771 3.041 -0.234
N -1.315 1.854 -0.088
C -2.761 1.732 -0.029
C -3.447 2.821 -0.834
C -2.939 4.161 -0.341
N -1.483 4.189 -0.377
C -0.852 5.505 -0.356
H 0.458 5.171 -2.018
H 1.025 6.416 -0.887
H 1.511 4.693 0.805
H 2.303 4.234 -0.707
H 1.083 2.281 -0.106
H -3.098 1.778 1.014
H -3.028 0.746 -0.409
H -4.529 2.764 -0.711
H -3.212 2.700 -1.894
H -3.294 4.354 0.677
H -3.307 4.962 -0.982
H -0.804 5.885 0.671
H -1.480 6.186 -0.929
```

For the orbital gap, the calculation gives 6.96 eV. The calculation puts the LUMO energy at -3.46 eV. The net charge is +1.



# 6
C3H17B2Cl4Co2N3O22 | ωB97M-V/def2-TZVPD

```
53
Properties=species:S:1:pos:R:3
Co 14.924 24.248 -0.080
Co 14.358 25.583 3.976
Cl 17.315 27.047 -0.642
O 16.331 26.023 -1.036
O 17.833 26.643 0.602
O 18.273 27.153 -1.667
O 16.552 28.267 -0.442
Cl 15.048 28.924 3.080
O 14.941 30.144 3.831
O 14.383 27.912 3.848
O 14.342 29.125 1.839
O 16.460 28.613 2.956
Cl 12.516 21.849 0.883
O 11.748 20.997 0.044
O 11.637 22.908 1.322
O 12.999 21.046 1.950
O 13.534 22.481 0.131
Cl 12.656 26.818 -1.511
O 11.491 26.989 -0.769
O 13.237 25.466 -1.458
O 12.317 27.118 -2.839
O 13.589 27.884 -1.084
B 14.571 25.309 1.828
H 14.545 25.755 0.846
H 13.615 25.392 2.321
H 14.831 24.262 1.786
H 15.352 25.700 2.462
B 13.828 23.411 4.363
H 14.720 23.848 4.785
H 14.072 22.885 3.454
H 13.466 22.761 5.145
H 13.108 24.185 4.144
C 19.273 22.932 0.377
N 18.059 23.160 -0.496
O 18.178 23.046 -1.693
O 16.958 23.401 0.030
H 19.061 21.939 0.774
H 19.458 23.694 1.134
H 20.173 22.925 -0.238
C 9.927 25.447 3.117
N 10.820 26.000 4.287
O 12.011 26.204 4.042
O 10.258 26.254 5.387
H 10.279 25.978 2.233
H 8.928 25.737 3.442
H 10.063 24.367 3.052
C 18.618 26.166 4.167
N 17.521 26.133 5.134
O 16.428 25.827 4.740
O 17.835 26.504 6.275
H 19.410 26.755 4.629
H 18.290 26.623 3.234
H 19.027 25.159 4.084
```

For the orbital gap (alpha / beta), the calculation gives 7.81 / 3.61 eV. The spin multiplicity is 8. The calculation puts the LUMO energy (alpha / beta) at 0.68 / -3.48 eV. The net charge is -1.



# 7
C10H9AuF3GaI2O6S | ωB97M-V/def2-TZVPD

```
33
Properties=species:S:1:pos:R:3
I 1.233 -3.630 0.556
I 1.413 3.556 0.568
Ga -0.169 1.339 0.866
Au -0.246 -1.336 0.805
S 1.002 -0.003 -0.778
C -1.607 -1.912 -0.366
C -1.278 -1.968 2.261
C 0.473 -0.019 -2.581
C 1.335 1.091 -3.202
C -1.006 0.265 -2.805
C 0.887 -1.398 -3.109
C -1.016 1.972 2.427
C -1.607 2.028 -0.153
O -1.868 -2.445 3.125
O -2.431 -2.300 -1.071
O -1.528 2.394 3.368
O -2.436 2.539 -0.766
H 1.088 1.174 -4.267
H 2.400 0.864 -3.109
H 1.140 2.055 -2.722
H -1.362 -0.359 -3.633
H -1.163 1.308 -3.085
H -1.614 0.033 -1.929
H 0.660 -1.444 -4.181
H 0.347 -2.204 -2.607
H 1.957 -1.571 -2.971
F 0.939 -0.276 5.862
C 0.580 0.353 4.682
F -0.801 0.365 4.654
F 1.075 1.642 4.698
C 1.114 -0.419 3.499
O 1.567 -1.629 3.733
O 0.924 -0.064 2.228
```

For the orbital gap (alpha / beta), the calculation gives 5.92 / 5.44 eV. The spin multiplicity is 3. The calculation puts the LUMO energy (alpha / beta) at -17.76 / -18.02 eV. The net charge is +4.



# 8
C3H8O2 | ωB97M-V/def2-TZVPD

```
13
Properties=species:S:1:pos:R:3
O 1.666 0.963 -0.308
C 1.261 -0.124 -0.666
C -0.191 -0.464 -0.904
C -1.223 0.187 0.041
O -0.921 1.496 0.451
H 1.985 -0.933 -0.882
H -0.385 -0.167 -1.945
H -0.306 -1.554 -0.877
H -2.185 0.218 -0.483
H -1.357 -0.471 0.914
H 0.030 1.640 0.332
H 0.605 -0.099 2.083
H 1.019 -0.692 2.244
```

For the orbital gap, the calculation gives 10.89 eV. The calculation puts the LUMO energy at 0.73 eV. The net charge is 0. The SMILES is O=CCCO.[H][H].



# 9
C7H5Br3NO2ReSbSe4 | ωB97M-V/def2-TZVPD

```
24
Properties=species:S:1:pos:R:3
Re 0.791 -0.642 -1.330
Br 1.040 3.165 -0.010
C -0.096 2.050 1.027
C -0.686 2.570 2.171
C -1.480 1.723 2.927
C -1.665 0.406 2.516
C -1.044 0.005 1.352
N -0.267 0.807 0.615
C -1.197 -1.389 0.840
O -1.811 -2.267 1.332
O -0.571 -1.570 -0.394
H -0.524 3.600 2.455
H -1.954 2.088 3.828
H -2.269 -0.294 3.078
Br 2.585 -0.401 0.928
C 3.914 -1.238 -0.159
Br 2.953 -1.732 -1.828
H 4.262 -2.164 0.285
H 4.703 -0.543 -0.429
Se -2.540 -2.429 -2.596
Sb -2.224 -1.121 -4.621
Se 0.828 1.318 -2.283
Se -0.183 -1.996 -3.174
Se -2.565 0.054 -6.529
```

For the orbital gap, the calculation gives 5.78 eV. The calculation puts the LUMO energy at -12.60 eV. The net charge is +3.



# 10
C20H24BF2N3O6SSn | ωB97M-V/def2-TZVPD

```
58
Properties=species:S:1:pos:R:3
Sn -0.609 -0.911 -1.107
F 4.914 0.365 -2.205
C 3.951 0.079 -1.254
C 2.624 0.018 -1.594
C 1.646 -0.273 -0.646
C 2.062 -0.446 0.693
C 3.421 -0.408 0.991
F 3.933 -0.634 2.256
C 4.387 -0.160 0.037
C 0.981 -0.606 1.662
C 1.173 -0.670 3.047
C 0.081 -0.728 3.889
C -1.189 -0.740 3.334
C -1.303 -0.699 1.957
N -0.258 -0.630 1.158
H 2.321 0.187 -2.614
H 5.438 -0.158 0.288
H 2.166 -0.670 3.464
H 0.227 -0.737 4.963
H -2.070 -0.791 3.956
H -2.256 -0.730 1.455
C -1.800 4.142 0.700
C -0.523 3.624 0.016
C 0.702 4.255 0.686
O -0.481 2.221 0.213
B -0.791 1.543 -0.944
O -0.942 2.452 -1.976
C -0.568 3.754 -1.548
C -1.577 4.775 -2.079
C 0.807 4.035 -2.172
H -1.748 3.909 1.762
H -2.657 3.616 0.288
H -1.925 5.218 0.579
H 0.636 4.088 1.758
H 0.751 5.327 0.499
H 1.611 3.778 0.336
H -2.583 4.510 -1.775
H -1.547 4.765 -3.166
H -1.338 5.776 -1.724
H 1.502 3.255 -1.870
H 1.192 5.013 -1.888
H 0.710 3.990 -3.256
C -1.925 -5.499 -0.668
N -0.494 -5.449 -0.818
C 0.257 -6.591 -0.365
C 0.152 -4.333 -1.044
N 0.884 -3.501 -1.362
H -2.291 -6.397 -1.180
H -2.362 -4.588 -1.101
H -2.226 -5.519 0.384
H 0.112 -7.430 -1.063
H -0.076 -6.906 0.633
H 1.321 -6.357 -0.322
O -1.645 -2.846 0.447
S -2.897 -2.442 -0.247
O -2.866 -2.949 -1.636
O -2.953 -0.943 -0.317
O -4.059 -2.949 0.490
```

For the orbital gap, the calculation gives 4.64 eV. The calculation puts the LUMO energy at 4.51 eV. The net charge is -2.